{"formula": "C4H6N2", "method": "ωB97M-V/def2-TZVPD", "elements": ["H", "N", "N", "C", "C", "C", "C", "H", "H", "H", "H", "H"], "xyz": [[-0.829, 2.354, 0.159], [-0.727, 1.345, 0.046], [-1.695, 0.697, 0.468], [-1.604, -0.701, 0.148], [-0.583, -1.051, -0.648], [0.406, -0.121, -0.794], [1.514, -0.374, 0.216], [-2.384, -1.293, 0.610], [0.592, 0.531, -1.643], [1.211, -1.258, 0.785], [2.472, -0.561, -0.280], [1.646, 0.458, 0.919]], "charge": 0, "energy_ha": -265.36435, "fmax_ev_per_a": 0.69, "smiles": "[H]/N=N/C=C=CC", "lumo_energy_ha": 0.007, "homo_lumo_gap_ev": 9.01}

{"formula": "C5H11NO", "method": "ωB97M-V/def2-TZVPD", "elements": ["C", "C", "C", "C", "N", "C", "H", "H", "H", "H", "H", "H", "H", "H", "H", "O", "H", "H"], "xyz": [[2.726, 0.597, 0.409], [1.841, -0.402, 0.384], [0.403, -0.229, 0.320], [-0.483, -1.189, 0.633], [-1.842, -1.120, 0.727], [-2.695, -0.062, 0.237], [3.781, 0.360, 0.472], [2.445, 1.636, 0.474], [2.224, -1.403, 0.512], [0.033, 0.780, 0.138], [-0.090, -2.152, 0.944], [-2.255, -1.983, 1.030], [-3.624, -0.083, 0.793], [-2.936, -0.213, -0.829], [-2.231, 0.918, 0.264], [0.899, 1.736, -2.525], [0.528, 1.943, -1.659], [1.273, 0.866, -2.325]], "charge": 0, "energy_ha": -327.05466, "fmax_ev_per_a": 1.04, "smiles": "C=C/C=C/NC.O", "lumo_energy_ha": 0.029, "homo_lumo_gap_ev": 8.36}

{"formula": "C6H10FN", "method": "ωB97M-V/def2-TZVPD", "elements": ["C", "C", "F", "C", "C", "C", "N", "C", "H", "H", "H", "H", "H", "H", "H", "H", "H", "H"], "xyz": [[-0.882, -2.828, 1.416], [-0.233, -1.705, 1.822], [0.626, -1.747, 2.856], [-0.323, -0.357, 1.182], [-0.606, -0.146, -0.101], [-0.729, 1.300, -0.602], [0.177, 1.638, -1.727], [1.590, 1.569, -1.365], [-1.599, -2.732, 0.593], [-0.711, -3.828, 1.890], [-0.113, 0.515, 1.782], [-0.718, -0.960, -0.826], [-1.739, 1.528, -0.936], [-0.522, 2.016, 0.196], [-0.067, 0.986, -2.541], [1.747, 2.410, -0.658], [1.828, 0.663, -0.796], [2.273, 1.677, -2.187]], "charge": 0, "energy_ha": -389.17526, "fmax_ev_per_a": 2.28, "smiles": "C=C(F)/C=C/CNC", "lumo_energy_ha": 0.030, "homo_lumo_gap_ev": 9.79}

{"formula": "C32H51CaN9OP", "method": "ωB97M-V/def2-TZVPD", "elements": ["Ca", "C", "C", "N", "C", "C", "N", "C", "C", "N", "C", "C", "N", "C", "C", "C", "C", "C", "C", "C", "N", "H", "H", "H", "H", "H", "H", "H", "H", "H", "H", "H", "H", "H", "H", "H", "H", "H", "H", "H", "H", "H", "H", "H", "C", "C", "C", "O", "H", "H", "H", "H", "H", "H", "C", "C", "C", "C", "C", "C", "C", "C", "N", "H", "H", "H", "H", "H", "H", "H", "H", "H", "C", "N", "C", "N", "C", "N", "C", "P", "C", "C", "H", "H", "H", "H", "H", "H", "H", "H", "H", "H", "H", "H", "H"], "xyz": [[0.041, 0.936, -0.986], [0.866, -2.746, -3.979], [0.379, -1.737, -2.981], [0.942, -0.622, -2.739], [2.170, -0.170, -3.368], [2.947, 0.726, -2.397], [2.163, 1.896, -1.975], [2.756, 2.695, -0.882], [2.846, 1.941, 0.451], [1.596, 1.272, 0.809], [0.783, 1.805, 1.918], [-0.723, 1.388, 1.826], [-0.961, 0.195, 1.027], [-2.265, 0.285, 0.292], [-3.455, 0.379, 1.259], [-2.236, -1.024, -0.541], [-3.093, -2.128, -0.565], [-2.815, -3.170, -1.443], [-1.695, -3.135, -2.274], [-0.882, -2.011, -2.188], [-1.181, -1.035, -1.350], [1.946, -2.872, -3.910], [0.642, -2.403, -4.992], [0.400, -3.717, -3.844], [1.908, 0.395, -4.270], [2.824, -0.988, -3.684], [3.900, 1.013, -2.857], [3.175, 0.136, -1.509], [2.027, 2.508, -2.773], [2.113, 3.570, -0.756], [3.757, 3.062, -1.140], [3.162, 2.655, 1.217], [3.635, 1.188, 0.386], [1.780, 0.291, 0.997], [0.851, 2.895, 1.894], [1.209, 1.483, 2.874], [-1.284, 2.243, 1.425], [-1.059, 1.302, 2.879], [-4.309, 0.904, 0.835], [-3.153, 0.935, 2.146], [-3.797, -0.604, 1.596], [-3.983, -2.159, 0.050], [-3.493, -4.013, -1.503], [-1.504, -3.942, -2.966], [4.489, -1.861, 1.801], [3.584, -2.297, 0.683], [3.682, -3.734, 0.245], [2.800, -1.529, 0.163], [5.515, -2.185, 1.622], [4.163, -2.339, 2.729], [4.447, -0.782, 1.927], [4.655, -3.903, -0.221], [2.896, -3.968, -0.471], [3.631, -4.405, 1.105], [-1.369, 4.030, -0.957], [-2.811, 3.634, -1.126], [-3.758, 4.599, -1.425], [-5.086, 4.259, -1.646], [-5.432, 2.920, -1.638], [-4.502, 1.921, -1.364], [-4.891, 0.486, -1.596], [-3.174, 2.265, -1.013], [-2.172, 1.387, -0.676], [-1.250, 5.111, -1.035], [-0.745, 3.585, -1.748], [-0.962, 3.707, 0.006], [-3.451, 5.637, -1.482], [-5.824, 5.020, -1.861], [-6.446, 2.629, -1.890], [-5.819, 0.438, -2.166], [-5.043, -0.093, -0.682], [-4.112, -0.018, -2.175], [-0.363, -4.825, 2.728], [-1.029, -3.762, 1.862], [-2.203, -3.161, 2.651], [-1.779, -2.683, 3.916], [-1.119, -3.735, 4.676], [0.044, -4.281, 3.976], [1.120, -3.281, 3.846], [0.636, -1.748, 2.881], [-0.041, -2.711, 1.453], [-0.959, -1.473, 3.790], [0.486, -5.209, 2.163], [-1.101, -5.615, 2.878], [-1.412, -4.187, 1.015], [-2.932, -3.966, 2.756], [-2.597, -2.351, 2.040], [-1.829, -4.545, 4.854], [-0.800, -3.334, 5.637], [1.979, -3.760, 3.367], [1.440, -2.997, 4.850], [0.766, -3.211, 0.913], [-0.538, -1.992, 0.804], [-1.511, -0.716, 3.234], [-0.738, -1.093, 4.789]], "charge": 1, "energy_ha": -2836.78752, "fmax_ev_per_a": 0.57, "lumo_energy_ha": -0.091, "homo_lumo_gap_ev": 5.40}

Repeat the first record exactly.
{"formula": "C4H6N2", "method": "ωB97M-V/def2-TZVPD", "elements": ["H", "N", "N", "C", "C", "C", "C", "H", "H", "H", "H", "H"], "xyz": [[-0.829, 2.354, 0.159], [-0.727, 1.345, 0.046], [-1.695, 0.697, 0.468], [-1.604, -0.701, 0.148], [-0.583, -1.051, -0.648], [0.406, -0.121, -0.794], [1.514, -0.374, 0.216], [-2.384, -1.293, 0.610], [0.592, 0.531, -1.643], [1.211, -1.258, 0.785], [2.472, -0.561, -0.280], [1.646, 0.458, 0.919]], "charge": 0, "energy_ha": -265.36435, "fmax_ev_per_a": 0.69, "smiles": "[H]/N=N/C=C=CC", "lumo_energy_ha": 0.007, "homo_lumo_gap_ev": 9.01}

What did the second record say?
{"formula": "C5H11NO", "method": "ωB97M-V/def2-TZVPD", "elements": ["C", "C", "C", "C", "N", "C", "H", "H", "H", "H", "H", "H", "H", "H", "H", "O", "H", "H"], "xyz": [[2.726, 0.597, 0.409], [1.841, -0.402, 0.384], [0.403, -0.229, 0.320], [-0.483, -1.189, 0.633], [-1.842, -1.120, 0.727], [-2.695, -0.062, 0.237], [3.781, 0.360, 0.472], [2.445, 1.636, 0.474], [2.224, -1.403, 0.512], [0.033, 0.780, 0.138], [-0.090, -2.152, 0.944], [-2.255, -1.983, 1.030], [-3.624, -0.083, 0.793], [-2.936, -0.213, -0.829], [-2.231, 0.918, 0.264], [0.899, 1.736, -2.525], [0.528, 1.943, -1.659], [1.273, 0.866, -2.325]], "charge": 0, "energy_ha": -327.05466, "fmax_ev_per_a": 1.04, "smiles": "C=C/C=C/NC.O", "lumo_energy_ha": 0.029, "homo_lumo_gap_ev": 8.36}